1.
Here is a molecular structure, C18H27BrGaN at a distorted geometry from the OMol25 dataset. Energies are from ωB97M-V with the def2-TZVPD basis set.

```
48
Properties=species:S:1:pos:R:3
C 1.63 -1.64 1.72
H 2.16 -1.42 2.65
H 1.66 -2.72 1.52
H 0.64 -1.28 1.84
C 2.44 -0.93 0.66
H 2.02 -0.87 -0.34
H 2.69 0.10 0.89
C 3.70 -1.75 0.65
H 4.51 -1.40 0.03
H 4.08 -1.81 1.67
H 3.50 -2.78 0.34
C -1.13 0.51 -1.85
C 0.01 -0.18 -2.34
C 0.06 -1.47 -1.75
C -1.06 -1.64 -0.91
C -1.88 -0.43 -0.98
C -3.22 -0.19 -0.38
C -1.47 -2.88 -0.20
C 0.99 -2.57 -2.13
C 0.87 0.32 -3.44
C -1.72 1.77 -2.40
Ga -0.83 0.50 0.32
H -2.10 -2.64 0.68
H -2.08 -3.52 -0.86
H -0.61 -3.47 0.15
H -3.36 -0.82 0.52
H -3.37 0.85 -0.05
H -3.96 -0.45 -1.15
H -0.94 2.46 -2.76
H -2.39 1.53 -3.24
H -2.30 2.30 -1.63
H 1.83 -0.22 -3.49
H 0.36 0.21 -4.41
H 1.11 1.40 -3.31
H 1.32 -3.13 -1.24
H 0.52 -3.29 -2.81
H 1.89 -2.19 -2.64
Br -2.23 5.35 1.59
C -0.80 4.19 1.07
C 0.37 4.69 0.48
C 1.35 3.81 0.01
C 1.17 2.45 0.14
N 0.01 2.00 0.71
C -0.97 2.83 1.24
H 0.47 5.75 0.37
H 2.27 4.16 -0.47
H 1.89 1.69 -0.19
H -1.82 2.34 1.71
```

Results
total charge = +2
total energy = -142994.4412 eV

These are the Mulliken partial charges, in e, on atoms 1 to 4: -1.13, 0.48, 0.29, 0.19



2.
Here is a molecular structure, C54H47F3N8NaO3P2SSe2 at a distorted geometry from the OMol25 dataset. Energies are from ωB97M-V with the def2-TZVPD basis set.

```
121
Properties=species:S:1:pos:R:3
Na -0.74 0.14 0.16
Se 0.44 0.15 7.54
P 1.72 0.23 5.88
C 2.98 -1.08 6.02
C 4.35 -0.87 5.96
C 5.22 -1.94 6.14
C 4.73 -3.21 6.38
C 3.36 -3.42 6.45
C 2.49 -2.37 6.27
C 2.57 1.83 5.93
C 3.42 2.11 7.00
C 3.91 3.39 7.18
C 3.53 4.41 6.31
C 2.66 4.14 5.27
C 2.18 2.86 5.07
C 0.95 0.03 4.27
C 1.31 -0.08 2.90
N 0.14 -0.21 2.23
N -0.85 -0.20 3.10
N -0.40 -0.07 4.32
P 2.81 -0.18 1.92
Se 2.69 -0.08 -0.17
C 3.59 -1.77 2.36
C 4.88 -2.03 1.89
C 5.44 -3.28 2.07
C 4.71 -4.29 2.68
C 3.42 -4.04 3.12
C 2.86 -2.78 2.97
C 3.92 1.15 2.48
C 3.65 2.42 1.97
C 4.49 3.48 2.25
C 5.61 3.28 3.05
C 5.88 2.02 3.57
C 5.04 0.95 3.28
H 4.74 0.13 5.80
H 6.29 -1.77 6.08
H 5.42 -4.03 6.52
H 2.98 -4.41 6.64
H 1.42 -2.51 6.35
H 3.66 1.33 7.71
H 4.57 3.61 8.01
H 3.90 5.42 6.46
H 2.34 4.94 4.61
H 1.49 2.65 4.27
H 5.42 -1.25 1.37
H 6.44 -3.48 1.70
H 5.14 -5.28 2.81
H 2.84 -4.83 3.58
H 1.84 -2.59 3.30
H 2.79 2.55 1.32
H 4.28 4.46 1.84
H 6.27 4.10 3.28
H 6.75 1.86 4.19
H 5.25 -0.04 3.66
F 2.31 -0.03 -6.15
C 1.01 -0.22 -5.83
C 0.63 -0.06 -4.52
C -0.72 -0.17 -4.17
C -1.10 0.06 -2.76
O -0.24 0.25 -1.90
C -2.53 0.07 -2.53
C -3.38 -0.23 -3.53
N -3.00 -0.56 -4.81
C -4.01 -0.78 -5.80
C -4.15 -2.11 -6.47
C -5.17 -1.66 -5.46
C -1.67 -0.47 -5.16
C -1.25 -0.66 -6.48
C 0.09 -0.53 -6.83
N 0.41 -0.72 -8.21
C 1.76 -1.11 -8.59
C 1.70 -1.75 -9.98
N 1.14 -0.76 -10.94
C -0.22 -0.31 -10.51
C -0.11 0.29 -9.12
C -3.16 0.50 -1.17
O -4.36 0.22 -1.04
O -2.39 1.10 -0.39
H 1.34 0.16 -3.74
H -4.44 -0.23 -3.33
H -4.22 0.10 -6.41
H -3.46 -2.90 -6.18
H -4.43 -2.13 -7.51
H -5.17 -2.14 -4.49
H -6.15 -1.36 -5.81
H -1.96 -0.93 -7.24
H 2.14 -1.84 -7.88
H 2.46 -0.27 -8.61
H 1.04 -2.61 -9.97
H 2.69 -2.04 -10.33
H 1.11 -1.17 -11.93
H 1.77 0.08 -10.96
H -0.86 -1.19 -10.49
H -0.59 0.40 -11.25
H -1.10 0.60 -8.78
H 0.52 1.19 -9.16
S -1.82 6.36 -0.87
C -1.05 4.80 -0.40
C -0.08 4.24 -1.22
C 0.57 3.10 -0.77
N 0.31 2.54 0.40
C -0.65 3.06 1.16
C -1.36 4.20 0.80
C -0.51 7.40 -0.22
C 0.50 7.87 -1.05
C 1.51 8.63 -0.48
N 1.57 8.95 0.81
C 0.59 8.50 1.59
C -0.47 7.74 1.13
H 0.16 4.68 -2.18
H 1.33 2.62 -1.37
H -0.87 2.55 2.09
H -2.14 4.59 1.44
H 0.50 7.63 -2.10
H 2.33 9.00 -1.10
H 0.65 8.78 2.63
H -1.25 7.40 1.80
F 1.04 -3.48 0.26
C -0.06 -2.92 -0.20
F -0.36 -3.48 -1.37
H -0.88 -3.07 0.50
```

Results
total charge = -1
total energy = -247498.0893 eV
relative energy (zero: lowest compared OMol25 entry of this formula, charge and spin) = 0.777 eV

These are the Mulliken partial charges, in e, on atoms 1 to 4: 1.04, -0.39, -0.04, 0.61



3.
Here is a molecular structure, C51H36Cl4N8SV at a distorted geometry from the OMol25 dataset. Energies are from ωB97M-V with the def2-TZVPD basis set.

```
101
Properties=species:S:1:pos:R:3
V -0.04 0.53 -0.79
Cl -3.24 -5.20 -7.41
C -2.69 -4.17 -6.13
C -2.16 -2.93 -6.44
C -1.71 -2.11 -5.42
C -1.80 -2.52 -4.10
C -2.35 -3.76 -3.80
C -2.79 -4.59 -4.82
C -1.28 -1.62 -3.03
C -2.18 -0.90 -2.25
C -3.60 -1.08 -2.26
C -4.09 -0.35 -1.23
C -2.98 0.34 -0.64
C -3.12 1.42 0.26
C -4.19 1.40 1.25
C -4.74 0.17 1.65
C -5.69 0.08 2.65
C -6.11 1.23 3.30
Cl -7.29 1.13 4.57
C -5.56 2.45 2.96
C -4.61 2.53 1.97
C -2.15 2.46 0.18
N -0.84 2.21 -0.08
C -0.20 3.42 -0.04
C 1.18 3.60 0.03
C 1.68 4.94 0.43
C 1.43 5.39 1.73
C 1.88 6.64 2.13
C 2.55 7.45 1.23
Cl 3.10 9.01 1.73
C 2.79 7.02 -0.06
C 2.36 5.76 -0.45
C 2.09 2.56 -0.12
C 3.50 2.64 0.12
C 4.01 1.40 -0.12
C 2.91 0.58 -0.54
N 1.74 1.29 -0.49
C 3.04 -0.69 -1.11
C 2.02 -1.31 -1.82
C 2.22 -2.35 -2.77
C 1.03 -2.53 -3.42
C 0.10 -1.62 -2.81
N 0.72 -0.89 -1.84
C 4.38 -1.33 -1.11
C 5.32 -1.01 -2.09
C 6.56 -1.62 -2.09
C 6.86 -2.56 -1.11
Cl 8.41 -3.32 -1.11
C 5.93 -2.89 -0.14
C 4.69 -2.28 -0.15
C -1.16 4.47 0.11
C -2.37 3.86 0.27
N -1.83 0.00 -1.28
H -2.09 -2.61 -7.47
H -1.28 -1.15 -5.65
H -2.41 -4.08 -2.77
H -3.21 -5.55 -4.59
H -4.14 -1.69 -2.96
H -5.12 -0.23 -0.95
H -4.39 -0.74 1.19
H -6.10 -0.88 2.93
H -5.87 3.35 3.49
H -4.19 3.49 1.76
H 0.91 4.76 2.42
H 1.69 6.98 3.14
H 3.31 7.66 -0.75
H 2.55 5.42 -1.46
H 4.03 3.52 0.42
H 5.02 1.06 -0.04
H 3.15 -2.86 -2.94
H 0.81 -3.21 -4.21
H 5.08 -0.28 -2.84
H 7.29 -1.38 -2.85
H 6.18 -3.62 0.62
H 3.97 -2.53 0.61
H -0.94 5.52 0.08
H -3.31 4.36 0.31
N -1.20 -0.09 2.03
N -1.86 -1.24 2.47
C -1.78 -2.41 1.82
N -2.54 -3.42 2.33
S -0.87 -2.66 0.46
H -0.38 0.11 2.61
H -1.84 0.70 2.01
H -2.43 -1.18 3.31
H -2.92 -3.35 3.26
H -2.39 -4.33 1.95
N 1.55 -0.82 1.98
C 2.64 -1.36 2.63
C 2.66 -2.71 2.98
C 3.72 -3.24 3.69
C 4.79 -2.44 4.06
C 4.78 -1.10 3.72
C 3.71 -0.56 3.02
H 1.01 -1.46 1.41
H 1.75 0.05 1.50
H 1.83 -3.35 2.67
H 3.73 -4.29 3.93
H 5.62 -2.86 4.60
H 5.62 -0.47 3.99
H 3.71 0.49 2.74
```

Results
spin multiplicity = 4
total energy = -152007.1956 eV
relative energy (zero: lowest compared OMol25 entry of this formula, charge and spin) = 1.151 eV
expectation value of S² = 3.795

These are the Mulliken partial charges, in e, on atoms 1 to 4: 1.49, -0.22, 0.42, -0.98



4.
Here is 2 unconnected molecules or ions with the total composition C2H6F2N2 at a distorted geometry from the OMol25 dataset. Energies are from ωB97M-V with the def2-TZVPD basis set.

```
12
Properties=species:S:1:pos:R:3
C 1.67 0.56 -0.50
C -2.19 -0.15 0.40
N 1.02 -0.32 0.39
N 0.12 -1.22 0.32
F -2.89 -0.29 -0.87
F -1.74 1.10 0.55
H 1.11 1.45 -0.61
H 2.70 0.85 0.01
H 1.94 0.19 -1.61
H -2.70 -0.63 1.17
H 0.94 -0.02 1.37
H 0.02 -1.51 -0.63
```

Results
total energy = -10581.3834 eV
relative energy (zero: lowest compared OMol25 entry of this formula, charge and spin) = 4.766 eV

These are the Mulliken partial charges, in e, on atoms 1 to 4: -0.62, 0.10, 0.17, -0.72